Entry 1:
Computed, not measured: an isolated molecule of C6H14N2 at a distorted geometry, with the ωB97M-V functional and the def2-TZVPD basis.

Cartesian coordinates (Å):
N -0.45 -0.68 -0.17
N 0.71 0.18 -0.04
C 1.64 -1.87 -0.44
C 0.03 2.47 -0.45
C -1.48 -0.03 0.16
C 0.43 1.42 0.43
C 1.71 -0.64 0.43
C -2.68 -1.01 0.08
H 1.56 1.92 0.57
H -3.34 -0.81 -0.79
H 1.11 2.53 -1.01
H -1.43 1.08 0.84
H -2.38 -1.97 -0.36
H -0.10 3.53 -0.10
H 1.67 -0.94 1.45
H -0.68 2.23 -1.36
H 1.67 -1.34 -1.24
H -0.07 1.25 1.35
H -3.41 -0.98 0.84
H 2.40 -2.50 -0.16
H 0.59 -2.28 -0.27
H 2.75 -0.26 0.52

Its charge is 0. For the gap between HOMO and LUMO, the calculation gives 9.382 eV. The lowest unoccupied orbital energy comes out at 0.037 Eh. The total energy is -346.2743 hartree. As for the SMILES: C/C=N/N(CC)CC.

***

Entry 2:
Computed, not measured: a structure of composition C52H56BrCrF4N5O2PS2, with the ωB97M-V functional and the def2-TZVPD basis.

Cartesian coordinates (Å):
Br 1.33 4.66 0.03
Cr -0.35 1.73 0.68
S -5.00 2.60 0.59
S -0.32 4.72 4.31
P 2.15 1.25 0.46
F 6.16 5.23 -1.49
F 3.67 6.07 -1.01
F 5.08 0.94 -0.09
F 6.85 2.65 -1.00
O -0.32 2.20 -1.22
O -0.55 0.74 2.30
N -0.42 3.37 2.14
N -0.64 -0.08 -0.11
N -3.64 0.92 -0.94
N 1.77 3.84 2.92
N -2.48 2.16 0.72
C -0.76 -1.08 0.82
C 2.35 -0.56 2.54
C 0.42 3.89 3.00
C 5.26 4.38 -1.03
C -0.57 2.76 -4.07
C 3.12 -1.26 -0.48
C -1.08 0.54 4.92
C -0.87 -5.63 2.71
C 3.34 2.57 -0.05
C -0.90 -2.40 -5.57
C -0.64 1.21 -2.03
C -4.10 3.45 1.77
C 2.85 0.65 2.04
C -1.05 -4.84 1.41
C -0.78 -2.46 0.60
C 4.66 2.19 -0.30
C 3.87 -0.44 4.40
C 3.35 -2.18 -1.50
C -1.09 -1.41 3.22
C -3.26 -1.64 -5.24
C -1.87 4.32 3.68
C 3.86 1.30 2.74
C -2.82 -1.23 4.99
C -1.56 3.78 -3.47
C 0.87 3.22 -3.81
C -1.73 3.61 2.54
C 4.36 0.76 3.92
C 3.01 -1.88 -2.81
C 2.46 -0.64 -3.12
C 3.02 3.91 -0.29
C -1.18 -2.76 2.93
C -2.43 -5.17 0.82
C -2.81 3.10 1.70
C 3.97 4.79 -0.77
C -0.82 -0.09 -1.47
C -0.81 1.39 -3.42
C 0.04 -5.27 0.43
C 2.53 -0.04 -0.78
C 2.22 0.27 -2.10
C -0.78 2.73 -5.58
C -1.28 -1.16 -2.27
C -0.98 -3.33 1.66
C -1.34 -0.95 4.67
C -1.48 -0.98 -3.61
C 2.87 -1.10 3.71
C -0.81 -0.55 2.15
C -3.56 1.81 0.05
C -2.29 -3.38 -3.75
C -0.46 -1.73 5.65
C -1.22 0.30 -4.16
C -1.98 -2.09 -4.53
C 5.61 3.07 -0.78
H -1.70 -5.49 3.40
H -3.63 -2.44 -5.89
H -2.59 3.48 -3.70
H -1.74 1.18 4.33
H -1.35 0.42 -5.22
H 1.11 3.24 -2.75
H 4.29 2.22 2.37
H -0.11 2.02 -6.07
H -1.51 -2.11 -1.82
H -0.05 0.82 4.69
H 1.58 -1.10 2.01
H -2.58 -4.66 -0.13
H 3.81 -3.13 -1.26
H -3.23 -4.86 1.50
H -0.56 3.72 -5.99
H 2.49 -2.06 4.06
H -2.53 -6.24 0.65
H -1.39 4.77 -3.91
H 0.05 -5.35 3.23
H 3.41 -1.51 0.53
H 2.30 4.09 3.74
H -3.05 -2.29 4.93
H 2.20 -0.39 -4.14
H 0.60 -1.47 5.51
H -1.81 2.49 -5.85
H -2.81 0.54 -1.37
H 1.58 2.57 -4.33
H 1.01 4.23 -4.20
H -3.09 -0.76 -5.87
H 1.82 1.24 -2.36
H 0.04 -6.36 0.34
H -2.65 -4.14 -4.45
H -4.51 0.79 -1.43
H -1.40 -3.78 -3.26
H -3.07 -3.22 -3.00
H 0.02 -2.75 -5.08
H 1.03 -4.96 0.76
H -1.40 -3.44 3.75
H -1.27 0.74 5.98
H -0.65 -1.52 -6.17
H -0.13 -4.87 -0.58
H -0.82 -6.70 2.48
H 3.20 -2.60 -3.60
H -0.56 -2.81 5.55
H 2.17 3.08 2.39
H -2.77 4.61 4.18
H -0.59 -2.86 -0.38
H 4.28 -0.87 5.31
H -1.24 -3.18 -6.25
H 5.15 1.28 4.46
H -0.73 -1.47 6.67
H -1.45 3.86 -2.39
H -4.57 4.18 2.42
H -4.04 -1.40 -4.52
H -3.05 -0.89 6.01
H -3.48 -0.70 4.30

The expectation value of S² is 6.052. Its charge is +1. Its spin multiplicity is 5. For the gap between HOMO and LUMO (alpha / beta), the calculation gives 6.957 / 5.612 eV. The lowest unoccupied orbital energy (alpha / beta) comes out at -0.087 / -0.156 Eh. The total energy is -7595.0167 hartree.